1.
Here is a cluster of 2 separate species, C3H4S in total from the OMol25 dataset. Energies are from ωB97M-V with the def2-TZVPD basis set.

The calculation puts the energy above the lowest of the compared OMol25 structures with the same formula, charge and spin at 213.9 kJ/mol. Its lowest unoccupied orbital energy is -0.15 eV. As for the energy: -14007.3620 eV. As for the spin multiplicity: 1.

Geometry as XYZ:
```
8
C3H4S (ωB97M-V with the def2-TZVPD basis set)
C 2.46 0.14 -0.11
C -1.46 -0.53 0.01
C -0.68 0.55 0.09
S 3.95 -0.23 -0.18
H -1.90 -0.76 0.89
H -1.42 -1.23 -0.88
H -0.02 0.89 -0.68
H -0.92 1.17 0.87
```

These are the Löwdin partial charges, in e, on atoms 1 to 4: C -0.566; C -0.069; C -0.111; S 0.649

2.
Here is a structure of composition C3H4S2 from the OMol25 dataset. Energies are from ωB97M-V with the def2-TZVPD basis set.

The calculation puts the energy above the lowest of the compared OMol25 structures with the same formula, charge and spin at 252.7 kJ/mol. Its lowest unoccupied orbital energy (spin up / spin down) is -0.74 / -0.74 eV. As for the energy: -24843.0221 eV. As for the spin multiplicity: 1.

Geometry as XYZ:
```
9
C3H4S2 (ωB97M-V with the def2-TZVPD basis set)
C -0.56 0.33 0.73
C 0.55 -0.10 -0.10
C 1.03 0.89 -0.97
S -0.91 1.97 -0.05
S 2.12 0.75 0.37
H -1.39 -0.36 0.49
H -0.28 0.52 1.80
H 0.72 -1.13 -0.42
H 1.35 0.95 -2.08
```

These are the Löwdin partial charges, in e, on atoms 1 to 4: C -0.594; C -0.723; C -0.551; S 0.615

3.
Here is a cluster of 2 separate species, C3H4S2 in total from the OMol25 dataset. Energies are from ωB97M-V with the def2-TZVPD basis set.

The calculation puts the energy above the lowest of the compared OMol25 structures with the same formula, charge and spin at 522.8 kJ/mol. Its lowest unoccupied orbital energy is -0.80 eV. As for the energy: -24840.2232 eV. As for the spin multiplicity: 1.

Geometry as XYZ:
```
9
C3H4S2 (ωB97M-V with the def2-TZVPD basis set)
C 1.30 -0.40 -2.04
C 0.28 0.12 -1.68
C -1.62 0.40 1.90
S -1.83 -0.97 3.07
S 0.04 -0.25 2.33
H 2.02 -0.90 -2.64
H 0.36 -0.90 1.19
H -0.40 0.58 -1.00
H -1.87 1.31 2.45
```

These are the Löwdin partial charges, in e, on atoms 1 to 4: C -0.002; C -0.005; C -0.870; S 0.446

4.
Here is an isolated molecule of C3H4S2 from the OMol25 dataset. Energies are from ωB97M-V with the def2-TZVPD basis set.

The calculation puts the energy above the lowest of the compared OMol25 structures with the same formula, charge and spin at 291.4 kJ/mol. Its lowest unoccupied orbital energy (spin up / spin down) is -0.70 / -2.01 eV. As for the energy: -24842.6207 eV. As for the spin multiplicity: 1.

Geometry as XYZ:
```
9
C3H4S2 (ωB97M-V with the def2-TZVPD basis set)
C -0.22 -1.40 0.38
C 0.16 1.13 -0.59
C -0.50 -0.01 0.05
S -1.20 -0.37 1.54
S 1.86 1.58 0.14
H -0.78 -2.18 -0.12
H 0.77 -1.70 0.72
H 0.36 0.92 -1.63
H -0.44 2.03 -0.49
```

These are the Löwdin partial charges, in e, on atoms 1 to 4: C -0.368; C -0.629; C -0.654; S 0.905

5.
Here is an isolated molecule of C3H4S2 from the OMol25 dataset. Energies are from ωB97M-V with the def2-TZVPD basis set.

The calculation puts the energy above the lowest of the compared OMol25 structures with the same formula, charge and spin at 405.5 kJ/mol. Its lowest unoccupied orbital energy (spin up / spin down) is -0.09 / -2.05 eV. As for the energy: -24841.4387 eV. As for the spin multiplicity: 1.

Geometry as XYZ:
```
9
C3H4S2 (ωB97M-V with the def2-TZVPD basis set)
C 0.96 -0.31 -0.23
C -0.34 0.11 0.54
C -1.51 0.94 -0.09
S 2.38 -1.38 0.56
S -1.98 -0.73 0.03
H 0.77 -0.99 -0.97
H 1.54 0.46 -0.65
H -0.07 0.15 1.52
H -1.75 1.77 -0.71
```

These are the Löwdin partial charges, in e, on atoms 1 to 4: C -0.528; C -0.508; C -0.394; S 0.534

6.
Here is an isolated molecule of C3H4S3 from the OMol25 dataset. Energies are from ωB97M-V with the def2-TZVPD basis set.

The calculation puts the energy above the lowest of the compared OMol25 structures with the same formula, charge and spin at 310.2 kJ/mol. Its lowest unoccupied orbital energy is 0.39 eV. As for the energy: -35678.2614 eV. As for the spin multiplicity: 1.

Geometry as XYZ:
```
10
C3H4S3 (ωB97M-V with the def2-TZVPD basis set)
C -0.17 -2.60 -1.18
C -0.27 -1.48 -0.83
C -0.12 -0.21 -0.26
S 1.58 0.34 -0.78
S -1.55 0.80 -0.58
S -0.13 -0.68 1.61
H 0.13 -3.54 -1.43
H 1.82 1.14 0.12
H -1.45 1.41 0.58
H 1.08 -1.36 1.49
```

These are the Löwdin partial charges, in e, on atoms 1 to 4: C 0.142; C -0.436; C -1.417; S 0.746

7.
Here is a structure of composition C3H5AgO3 from the OMol25 dataset. Energies are from ωB97M-V with the def2-TZVPD basis set.

The charge is +2. Its lowest unoccupied orbital energy is -9.36 eV. As for the energy: -13313.6157 eV. As for the spin multiplicity: 1.

Geometry as XYZ:
```
12
C3H5AgO3 (ωB97M-V with the def2-TZVPD basis set)
H 1.92 -1.27 5.30
O 1.68 -1.42 4.36
C 1.34 -0.29 3.52
C 0.95 -2.63 3.92
O 1.54 0.82 3.87
O 0.76 -0.78 2.49
C 0.72 -2.24 2.47
Ag 1.84 2.78 5.10
H 0.04 -2.69 4.53
H 1.62 -3.48 4.07
H -0.26 -2.53 2.10
H 1.52 -2.57 1.81
```

These are the Löwdin partial charges, in e, on atoms 1 to 4: H 0.241; O 0.165; C -0.439; C 0.047

8.
Here is an isolated molecule of C3H5BN2O2 from the OMol25 dataset. Energies are from ωB97M-V with the def2-TZVPD basis set.

The calculation puts the energy above the lowest of the compared OMol25 structures with the same formula, charge and spin at 444.7 kJ/mol. Its lowest unoccupied orbital energy (spin up / spin down) is -2.26 / -2.14 eV. As for the energy: -10941.7909 eV. As for the spin multiplicity: 1.

Geometry as XYZ:
```
13
C3H5BN2O2 (ωB97M-V with the def2-TZVPD basis set)
B 0.53 0.76 0.55
C -0.82 -1.17 -1.04
C -0.19 -0.06 -1.33
C -0.57 -1.40 1.21
N -1.07 -1.87 0.06
N 0.13 -0.35 1.38
O -0.30 1.87 0.54
O 1.87 0.85 0.23
H -1.26 -1.63 -1.93
H 0.16 0.60 -2.10
H -0.78 -2.03 2.07
H 0.12 2.71 0.37
H 2.19 1.72 -0.01
```

These are the Löwdin partial charges, in e, on atoms 1 to 4: B -0.924; C -0.260; C 0.250; C -0.246